[1]
ORCA calculation (ωB97M-V/def2-TZVPD) on a molecular structure, C23H29AuPSi2.

The geometry in XYZ format:
```
56
Properties=species:S:1:pos:R:3:forces:R:3:lowdin_charge:R:1
Au -0.207161 -0.116611 0.609910 -0.5976 -0.1862 -0.3412 0.304
C 2.918026 1.268777 -0.764883 0.1028 0.1536 -0.0928 -0.269
Si 2.070699 -0.270833 -0.056639 -0.2473 -0.0657 0.2566 0.337
C 2.857138 -1.700252 -1.023123 0.1065 -0.1138 -0.1299 -0.281
C 2.856630 -0.419940 1.702771 0.1371 0.0214 0.1616 -0.312
C 4.233361 -0.681971 1.798243 -0.1283 0.0254 0.0662 -0.131
C 4.888779 -0.787464 3.016948 -0.0529 0.0115 0.0071 -0.122
C 4.168309 -0.629038 4.195565 -0.0260 0.0060 -0.0739 -0.123
C 2.806944 -0.368355 4.126618 -0.0303 -0.0055 -0.1033 -0.130
C 2.121996 -0.257581 2.905312 0.2020 -0.0247 0.0637 -0.316
Si 0.232187 0.113631 2.939640 0.1589 -0.0113 -0.2655 0.377
C -0.442918 -1.117593 4.224638 -0.0680 -0.0945 0.1520 -0.263
C 0.128608 1.796106 3.809642 -0.0592 0.1646 0.1328 -0.262
H 4.003983 1.209307 -0.617293 -0.0467 0.0462 -0.0421 0.010
H 2.556017 2.177465 -0.275123 0.0254 -0.0412 -0.0063 0.007
H 2.718403 1.365761 -1.837448 0.0182 -0.0031 0.0432 0.004
H 3.946147 -1.591546 -1.110876 -0.0621 -0.0454 -0.0092 0.004
H 2.435072 -1.737227 -2.031842 0.0468 -0.0038 0.0207 0.002
H 2.646623 -2.659308 -0.541111 0.0028 0.0398 -0.0169 0.011
H 4.812568 -0.809079 0.886844 -0.0016 0.0035 0.0200 0.081
H 5.953857 -0.991657 3.048246 0.0035 -0.0027 0.0083 0.085
H 4.664043 -0.708361 5.157521 -0.0005 -0.0004 -0.0068 0.085
H 2.254082 -0.248256 5.056669 0.0212 -0.0035 -0.0309 0.085
H -0.207712 -0.803061 5.250333 -0.0011 -0.0662 -0.0538 0.007
H -0.001023 -2.105906 4.063955 -0.0461 0.0328 -0.0014 0.014
H -1.529374 -1.224686 4.145901 0.0452 0.0339 0.0372 -0.008
H 0.448791 1.717757 4.857174 0.0147 0.0609 -0.0629 0.008
H -0.891510 2.195968 3.795391 0.0489 -0.0335 0.0260 -0.002
H 0.772802 2.522513 3.305745 -0.0344 -0.0207 0.0180 0.012
C -3.576469 0.055585 1.801569 -0.0792 -0.0708 -0.0905 -0.295
P -2.755210 0.028030 0.147103 0.4764 0.3485 0.5589 0.869
C -4.266443 -0.494211 -0.792145 0.1591 0.0298 -0.2163 -0.368
C -5.250306 0.388363 -1.230577 -0.1412 0.0266 -0.0699 -0.090
C -6.381932 -0.079337 -1.890528 0.1228 0.0521 0.0567 -0.097
C -6.543241 -1.438776 -2.119004 -0.0446 -0.0142 -0.0106 -0.112
C -5.565854 -2.327263 -1.695989 0.1256 0.0671 0.0614 -0.100
C -4.429832 -1.852296 -1.048170 -0.0981 -0.1446 -0.0440 -0.112
C -2.623773 1.823181 -0.243395 -0.1248 -0.1276 -0.0045 -0.408
C -3.265464 2.825751 0.482024 -0.0273 0.0690 0.0452 -0.107
C -3.074055 4.166263 0.170963 0.0242 -0.1125 -0.0240 -0.095
C -2.234435 4.522336 -0.876629 -0.0024 0.0388 0.0156 -0.104
C -1.589318 3.536356 -1.607426 -0.0327 -0.1638 0.0577 -0.088
C -1.782590 2.194889 -1.292086 0.0544 0.1302 -0.1210 -0.125
H -4.591244 0.461328 1.775462 0.0116 0.0014 -0.0121 0.034
H -2.946179 0.616015 2.490263 0.0344 -0.0040 -0.0128 0.014
H -3.624579 -0.975671 2.156330 0.0022 0.0080 -0.0026 0.036
H -5.131896 1.452807 -1.062324 0.0027 -0.0165 0.0059 0.096
H -7.136216 0.621258 -2.229774 0.0158 -0.0071 0.0115 0.096
H -7.425353 -1.803200 -2.631607 0.0096 0.0018 -0.0007 0.093
H -5.678639 -3.388192 -1.881732 0.0073 -0.0055 0.0068 0.096
H -3.654288 -2.547097 -0.742103 -0.0024 0.0175 -0.0035 0.098
H -3.909443 2.564204 1.312963 0.0144 0.0122 -0.0192 0.090
H -3.571315 4.931567 0.754477 0.0011 -0.0063 -0.0002 0.095
H -2.072708 5.567431 -1.112463 -0.0119 -0.0086 0.0002 0.094
H -0.917729 3.804660 -2.413668 -0.0106 -0.0011 0.0084 0.099
H -1.252257 1.427864 -1.845362 -0.0183 0.0021 0.0273 0.076
```
Positions in Å, forces in eV/Å.

HOMO-LUMO gap in eV: 5.10
LUMO level in eV: 2.75
HOMO in eV: -2.3497
Net charge: -1
2S+1: 1

***

[2]
ORCA calculation (ωB97M-V/def2-TZVPD) on a molecular structure, C13H19IMnN5OS.

The geometry in XYZ format:
```
41
Properties=species:S:1:pos:R:3:forces:R:3:mulliken_spin:R:1
C 0.998478 -1.717709 -2.448372 2.5617 -1.9335 0.4252 0.243
I 1.361075 -3.311823 2.279042 1.7812 -4.7870 -1.8388 0.031
H 1.813476 -1.577034 -1.707058 -0.1405 -0.1383 -0.5486 -0.215
H 1.396414 -1.397069 -3.426326 -0.4869 0.1972 0.1178 0.008
H 0.832323 -2.806010 -2.466999 -0.0055 0.2764 -0.0974 0.047
C -0.466537 -1.575426 3.680464 0.5761 0.6740 1.4780 0.024
C 0.938549 -1.459297 3.587867 -2.3885 3.0678 0.7587 -0.021
N 1.100328 -0.539028 2.494656 0.6470 -0.4958 2.2053 0.216
C -0.015319 -0.598321 1.726699 -1.1820 -1.2988 1.7942 -1.105
N -0.963416 -1.212354 2.452573 0.1231 0.7302 -0.5343 0.052
H -1.108642 -1.885492 4.500082 0.3476 -0.2182 -0.3592 0.003
H 1.634690 -1.425699 4.417117 -0.0889 -0.2166 -0.2020 0.007
C -1.158093 2.429174 -2.335311 1.1543 0.6749 -0.5281 -0.058
C -0.094592 0.493792 -1.774831 0.5901 -4.4878 0.1960 -0.396
N -1.310002 1.195480 -1.769492 -1.7250 0.3602 -0.2087 0.032
H 0.601945 3.364156 -3.297564 -0.1079 -0.2711 0.3159 -0.010
N 0.792083 1.405514 -2.424342 2.0266 -0.5010 -1.3655 0.322
H -1.970255 3.125240 -2.450321 -0.0627 -0.0087 0.1046 0.001
Mn 0.661592 0.128118 0.150619 0.1674 1.5636 -3.1366 5.618
C -0.190383 -1.064177 -1.955622 -0.6622 5.2521 -1.1143 -0.425
O -1.256721 -1.649017 -1.759285 -0.6437 -1.1569 0.2880 0.145
C 0.139720 2.560389 -2.726273 -1.7584 1.1833 -0.3652 0.008
C 2.225207 1.346722 -2.659811 -0.6398 0.0165 0.2407 0.034
H 2.780249 1.983070 -1.946682 -0.0168 -0.1206 0.0120 -0.142
H 2.404497 1.731356 -3.677935 0.1479 -0.1808 0.1579 0.063
H 2.612634 0.330905 -2.577252 -0.0970 0.2211 -0.0152 -0.118
C -2.544920 0.752665 -1.176154 -0.0174 0.0996 0.6403 -0.011
H -3.393899 1.145346 -1.747628 0.0775 -0.0425 -0.0555 -0.003
H -2.626464 1.118990 -0.145418 -0.1705 0.0143 0.0445 0.006
H -2.562232 -0.339172 -1.168385 -0.1446 0.3881 -0.0517 -0.016
C -2.324246 -1.422794 1.958610 0.1663 0.2059 0.0592 -0.010
H -2.762641 -2.233348 2.550936 -0.0094 0.1373 -0.1242 0.002
H -2.291771 -1.728211 0.895562 0.1449 0.1860 0.5143 -0.008
H -2.911335 -0.490281 2.066953 0.2833 -0.5062 -0.0311 0.005
C 2.429769 -0.269383 1.941926 -0.2883 -0.0290 0.9050 -0.052
H 2.892396 -1.220814 1.643776 -0.0942 0.1955 -0.2105 -0.019
H 3.045179 0.168598 2.733617 -0.0186 0.1373 -0.0645 0.083
H 2.430233 0.458497 1.104347 0.0756 -0.2410 0.3248 -0.291
S 0.254584 2.401980 1.119994 -0.2822 0.5767 0.2670 -0.028
C -1.178053 2.010189 1.908241 -1.8688 -0.0933 0.9649 -0.027
N -2.215902 1.772277 2.427981 2.0290 0.5692 -0.9628 0.005
```
Positions in Å, forces in eV/Å.

HOMO-LUMO gap (alpha / beta) in eV: 3.68 / 2.89
LUMO level (alpha / beta) in eV: 4.82 / 4.89
HOMO (alpha / beta) in eV: 1.1384 / 1.9987
Net charge: -2
2S+1: 5

***

| no. | DFT total energy (a.u.) | maximum force (eV Å⁻¹) |
| --- | --- | --- |
| 1 | -1949.94612 | 0.8 |
| 2 | -2702.43903 | 5.4 |